[1]
The following is a quantum chemistry calculation of a structure of composition C4H8O in a non-equilibrium geometry, from OMol25.

Results
M	72.1	g mol⁻¹
LUMO energy (alpha / beta)	0.5 / 0.8	eV
relative energy (zero: lowest compared OMol25 entry of this formula, charge and spin)	104.6	kcal/mol
charge	0
highest occupied orbital energy (alpha / beta)	-7.60 / -7.97	eV
gap between HOMO and LUMO (alpha / beta)	8.1 / 8.8	eV
strongest force on any atom	1.012	eV Å⁻¹

Cartesian coordinates (Å):
C (1.65498, -0.54742, 0.84808)
C (-0.31622, 0.96529, -0.96008)
C (-1.14881, -0.25526, -0.91343)
C (-1.48393, 0.26689, 0.47954)
O (-0.75786, 1.41170, 0.20084)
H (2.05746, 0.46373, 0.95435)
H (2.01840, -1.17764, 1.66261)
H (1.96567, -0.96822, -0.11198)
H (0.65388, 1.27404, -1.33250)
H (-2.04982, -0.17409, -1.53054)
H (-0.67294, -1.22483, -1.08051)
H (0.56202, -0.50706, 0.91907)
H (-2.48284, 0.47287, 0.86453)

natural (NBO) population analysis, charges in e, atoms 1 to 2: atom 1 (C): -0.8620, atom 2 (C): 0.1163



[2]
The following is a quantum chemistry calculation of the molecule C4H8O in a non-equilibrium geometry, from OMol25.

Results
SMILES	C[C@@H]1CCO1
M	72.1	g mol⁻¹
LUMO energy	1.1	eV
relative energy (zero: lowest compared OMol25 entry of this formula, charge and spin)	74.0	kcal/mol
charge	0
highest occupied orbital energy	-9.42	eV
gap between HOMO and LUMO	10.5	eV
strongest force on any atom	7.428	eV Å⁻¹

Cartesian coordinates (Å):
C (1.67516, -0.19846, 0.26645)
C (0.35809, -0.26399, -0.56262)
C (-0.77410, 0.80086, -0.22692)
C (-1.54582, -0.30341, 0.31201)
H (1.26568, -0.47109, 1.37174)
H (2.28330, 0.80749, 0.00109)
H (2.28120, -1.04475, 0.01499)
H (0.87416, -0.34498, -1.65537)
H (-0.35751, 1.53888, 0.55072)
H (-1.09979, 1.32832, -1.08751)
H (-1.75392, -0.34342, 1.43373)
H (-2.47419, -0.36047, -0.10594)
O (-0.73225, -1.14498, -0.31235)

natural (NBO) population analysis, charges in e, atoms 1 to 2: atom 1 (C): -0.6543, atom 2 (C): 0.1202



[3]
The following is a quantum chemistry calculation of the molecule C4H8O in a non-equilibrium geometry, from OMol25.

Results
SMILES	OC1CCC1
M	72.1	g mol⁻¹
LUMO energy	1.1	eV
relative energy (zero: lowest compared OMol25 entry of this formula, charge and spin)	27.7	kcal/mol
charge	0
highest occupied orbital energy	-9.98	eV
gap between HOMO and LUMO	11.1	eV
strongest force on any atom	1.006	eV Å⁻¹

Cartesian coordinates (Å):
O (0.24875, -0.12865, -2.00429)
C (0.42022, 0.49425, -0.73165)
C (-0.83224, 0.69840, 0.16718)
C (-0.29326, -0.34087, 1.18568)
C (0.93815, -0.55067, 0.27065)
H (-0.57176, -0.63693, -2.03218)
H (1.01351, 1.38696, -0.94589)
H (-1.77522, 0.44399, -0.32488)
H (-0.93563, 1.70563, 0.58546)
H (-0.90961, -1.23318, 1.34057)
H (-0.09677, 0.08428, 2.17572)
H (0.84834, -1.41749, -0.38310)
H (1.94552, -0.50572, 0.69673)

natural (NBO) population analysis, charges in e, atoms 1 to 2: atom 1 (O): -0.7228, atom 2 (C): 0.0990



[4]
The following is a quantum chemistry calculation of a cluster of 2 separate species, C4H8O in total in a non-equilibrium geometry, from OMol25.

Results
SMILES	C=CO.C=C
M	72.1	g mol⁻¹
LUMO energy	0.9	eV
relative energy (zero: lowest compared OMol25 entry of this formula, charge and spin)	85.7	kcal/mol
charge	0
highest occupied orbital energy	-8.59	eV
gap between HOMO and LUMO	9.5	eV
strongest force on any atom	2.222	eV Å⁻¹

Cartesian coordinates (Å):
O (-1.88417, 0.84419, -0.06929)
C (-1.46049, -0.36707, 0.30025)
C (-0.68941, -1.23773, -0.38291)
C (1.78712, -0.02764, 0.56358)
C (1.36075, 1.06332, -0.06203)
H (-1.57798, 0.95761, -0.98276)
H (-1.60897, -1.88207, -0.33058)
H (-1.82341, -0.65781, 1.28473)
H (-0.28968, -0.89783, -1.34570)
H (1.48102, -0.26548, 1.57955)
H (2.44820, -0.74702, 0.08555)
H (0.67168, 1.75968, 0.41108)
H (1.65734, 1.28579, -1.08448)

natural (NBO) population analysis, charges in e, atoms 1 to 2: atom 1 (O): -0.6565, atom 2 (C): 0.2302